{
  "formula": "C15H38BrGeIN4PtSSi3",
  "method": "wB97M-V/def2-TZVPD",
  "spin_multiplicity": 2,
  "total_charge": 3,
  "e_above_lowest_ev": 2.5530,
  "s_squared": 0.868,
  "elements": ["Pt", "Br", "I", "C", "C", "N", "N", "C", "H", "H", "H", "C", "Si", "C", "C", "Ge", "Si", "C", "C", "C", "Si", "C", "C", "C", "H", "H", "H", "H", "H", "H", "H", "H", "H", "H", "H", "H", "H", "H", "H", "H", "H", "H", "H", "H", "H", "H", "H", "H", "H", "H", "H", "C", "N", "C", "S", "N", "C", "H", "H", "H", "H", "H", "H", "H", "H"],
  "positions_angstrom": [[0.05, 0.55, -1.39], [-0.26, -0.45, -3.61], [5.59, 3.33, 0.38], [4.04, 2.55, -0.82], [4.00, 2.43, -2.20], [2.82, 1.87, -2.50], [2.10, 1.62, -1.40], [2.82, 2.03, -0.37], [4.72, 2.72, -2.94], [2.49, 1.63, -3.42], [2.48, 1.94, 0.64], [1.16, 1.04, 3.27], [-0.44, 0.02, 3.11], [-0.54, -1.50, 4.23], [-2.02, 1.05, 2.84], [-0.27, -1.10, 0.50], [1.95, -2.82, 0.24], [1.76, -3.39, -1.56], [3.31, -1.53, 0.53], [1.70, -4.10, 1.62], [-2.63, -2.63, 0.00], [-3.86, -1.19, 0.16], [-2.59, -3.89, 1.41], [-2.34, -3.31, -1.75], [1.35, 1.24, 4.32], [1.07, 2.01, 2.78], [2.03, 0.53, 2.87], [-0.60, -1.17, 5.27], [0.33, -2.14, 4.15], [-1.42, -2.11, 4.05], [-2.07, 1.84, 3.59], [-2.92, 0.44, 2.97], [-2.06, 1.51, 1.86], [1.56, -2.56, -2.24], [0.97, -4.13, -1.68], [2.68, -3.86, -1.89], [3.19, -0.66, -0.10], [4.28, -1.97, 0.30], [3.36, -1.20, 1.57], [0.80, -4.69, 1.50], [1.68, -3.66, 2.61], [2.54, -4.80, 1.60], [-4.06, -0.93, 1.20], [-4.81, -1.49, -0.27], [-3.53, -0.29, -0.36], [-2.62, -3.43, 2.40], [-1.72, -4.55, 1.37], [-3.47, -4.53, 1.33], [-2.08, -2.54, -2.47], [-3.27, -3.77, -2.10], [-1.58, -4.08, -1.78], [-2.41, 2.76, -3.91], [-1.48, 3.68, -3.32], [-1.09, 3.68, -2.05], [-1.55, 2.41, -0.97], [-0.37, 4.70, -1.57], [0.08, 4.80, -0.21], [-2.29, 2.77, -4.99], [-3.44, 3.04, -3.68], [-2.24, 1.75, -3.55], [-1.25, 4.49, -3.88], [-0.24, 5.51, -2.16], [-0.77, 4.82, 0.49], [0.64, 5.72, -0.09], [0.72, 3.95, 0.04]],
  "mulliken_charge": [1.66, -0.43, 0.22, -0.63, -0.28, -0.04, -0.24, -0.62, 0.51, 0.14, 0.73, -0.94, 0.31, -0.85, -0.84, -0.35, 0.20, -0.81, -0.63, -0.88, 0.19, -0.85, -0.83, -0.77, 0.47, 0.29, 0.27, 0.42, 0.30, 0.28, 0.42, 0.31, 0.18, 0.22, 0.30, 0.42, -0.01, 0.45, 0.32, 0.31, 0.29, 0.41, 0.30, 0.43, 0.24, 0.27, 0.28, 0.41, 0.21, 0.42, 0.29, -0.63, -0.18, 0.38, -0.32, -0.19, -0.74, 0.31, 0.33, 0.13, 0.27, 0.28, 0.37, 0.36, 0.17]
}